(1)
Formula: C5H10O3
Source: the OMol25 dataset
Level of theory: wB97M-V/def2-TZVPD

Values from the calculation:
E: -11483.0247 eV
E_LUMO: 0.278 eV
energy above the lowest of the compared OMol25 structures with the same formula, charge and spin: 691.0 kJ/mol
orbital gap: 7.586 eV
max |F|: 0.0557 Eh/bohr

Positions of all 18 atoms, in Å:
C  0.6342  -0.9363  -0.0398
C  0.9512  0.3439  0.2222
C  -1.2443  0.1990  -0.1779
C  0.8341  -0.6345  1.3884
C  -1.3510  1.4904  -0.9406
O  0.6367  -1.8642  -0.9835
O  2.8747  -0.1481  0.0272
O  -1.8960  0.2922  1.0392
H  0.6131  -2.7386  -0.5724
H  3.0928  -0.1194  -0.9134
H  -2.2703  -0.5619  1.2821
H  1.0985  1.3686  -0.0559
H  -1.5721  -0.6587  -0.7704
H  -0.0130  -0.5453  2.0629
H  1.7730  -0.9440  1.8314
H  -2.3902  1.6630  -1.2380
H  -1.0395  2.3347  -0.3240
H  -0.7319  1.4593  -1.8374

(2)
Formula: C5H10O3
Source: the OMol25 dataset
Level of theory: wB97M-V/def2-TZVPD

Values from the calculation:
E: -11486.6871 eV
E_LUMO: 0.970 eV
SMILES: CO[C@H]1COCCO1
energy above the lowest of the compared OMol25 structures with the same formula, charge and spin: 337.7 kJ/mol
orbital gap: 10.090 eV
max |F|: 0.0754 Eh/bohr

Positions of all 18 atoms, in Å:
C  -2.6839  -0.1120  -0.3347
O  -1.2430  0.1475  -0.5530
C  -0.4849  0.4940  0.4958
C  0.1971  -0.7357  1.1291
O  0.7684  -1.3828  0.0473
C  1.5923  -0.6029  -0.8923
C  1.7277  0.8167  -0.1302
O  0.4311  1.4251  0.1537
H  -3.0116  -1.0880  0.2033
H  -3.0814  -0.1365  -1.4242
H  -3.0709  0.6608  0.3495
H  -1.0733  0.9688  1.2944
H  -0.5667  -1.3496  1.4739
H  0.8531  -0.2958  1.9015
H  2.6174  -1.0420  -0.8769
H  0.9517  -0.4970  -1.8319
H  2.2791  0.6140  0.9017
H  2.3607  1.4861  -0.7814

(3)
Formula: C5H10O3
Source: the OMol25 dataset
Level of theory: wB97M-V/def2-TZVPD

Values from the calculation:
E: -11485.8929 eV
E_LUMO: 0.613 eV
SMILES: C=CC=C(O)O.CO
energy above the lowest of the compared OMol25 structures with the same formula, charge and spin: 414.3 kJ/mol
orbital gap: 8.421 eV
max |F|: 0.0644 Eh/bohr

Positions of all 18 atoms, in Å:
C  2.8496  -0.8947  0.5917
C  1.7017  -0.3370  0.9527
C  0.7485  0.1551  -0.2241
C  -0.0263  -0.9673  -0.0111
O  -0.9422  -1.1355  0.9833
O  -0.1077  -1.8988  -0.9954
H  3.0187  -1.2053  -0.4271
H  3.6205  -1.1367  1.3057
H  1.4663  -0.0681  1.9731
H  1.2465  0.1364  -1.1904
H  -1.2944  -0.2811  1.2573
H  -0.7804  -2.5564  -0.7659
C  -1.7464  1.6950  -0.8977
O  -2.5624  1.2200  0.1534
H  -0.6792  1.7249  -0.5794
H  -1.8054  0.9607  -1.6977
H  -2.0648  2.6793  -1.2503
H  -2.6425  1.9094  0.8219

(4)
Formula: C5H10O4
Source: the OMol25 dataset
Level of theory: wB97M-V/def2-TZVPD

Values from the calculation:
E: -13535.1960 eV
E_LUMO: 0.435 eV
SMILES: O[C@H]1COC[C@@]12CO2.O
energy above the lowest of the compared OMol25 structures with the same formula, charge and spin: 260.1 kJ/mol
orbital gap: 10.127 eV
max |F|: 0.0210 Eh/bohr

Positions of all 19 atoms, in Å:
O  1.5970  0.4913  1.9675
C  0.6313  -0.2626  2.6660
C  -0.4715  0.6762  3.1790
O  -1.6698  -0.0690  3.1152
C  -1.6123  -0.8220  1.9174
C  -0.1636  -1.2586  1.8118
C  0.4039  -2.0574  0.7177
O  0.1239  -2.6400  1.9870
H  2.4061  -0.0163  1.8588
H  1.1051  -0.8088  3.4944
H  -0.3180  1.0088  4.2112
H  -0.5187  1.5592  2.5158
H  -2.3092  -1.6656  1.9788
H  -1.8844  -0.1885  1.0541
H  -0.2501  -2.3818  -0.0971
H  1.4648  -1.9542  0.4724
O  -0.2350  -0.3617  -1.9602
H  0.1785  -1.2259  -2.1836
H  0.4883  0.1937  -1.6581

(5)
Formula: C5H10O4S2
Source: the OMol25 dataset
Level of theory: wB97M-V/def2-TZVPD

Values from the calculation:
E: -35203.9160 eV
E_LUMO: 0.081 eV
energy above the lowest of the compared OMol25 structures with the same formula, charge and spin: 291.5 kJ/mol
orbital gap: 9.144 eV
max |F|: 0.1124 Eh/bohr

Positions of all 21 atoms, in Å:
C  2.0521  0.8206  -1.1116
C  0.5865  0.3221  -1.0988
C  -1.6355  -0.3252  0.5064
C  -1.4752  -1.6510  0.5647
C  -3.0026  0.3517  0.4954
O  4.3300  -0.4232  -0.3712
O  2.1382  -1.3231  0.6084
O  0.6214  0.7241  1.5141
O  -0.8476  2.1163  0.1335
S  3.1244  -0.0117  0.3262
S  -0.2792  0.8334  0.4108
H  2.7139  0.5277  -1.8876
H  1.9807  1.7921  -0.7655
H  0.1032  0.6732  -1.8950
H  0.7407  -0.7809  -1.3192
H  -0.5980  -2.2008  0.6981
H  -2.1796  -2.4518  0.4692
H  1.4679  -0.8143  1.0802
H  -2.9337  1.2845  1.1059
H  -3.6299  -0.1660  1.0418
H  -3.2776  0.7024  -0.5059

(6)
Formula: C5H10O6
Source: the OMol25 dataset
Level of theory: wB97M-V/def2-TZVPD

Values from the calculation:
E: -17626.9142 eV
E_LUMO: -0.076 eV
SMILES: O=COCCOC(=O)O.CO
orbital gap: 10.145 eV
max |F|: 0.1814 Eh/bohr

Positions of all 21 atoms, in Å:
O  1.8957  -2.4340  1.9062
C  2.5816  -1.5340  1.1798
O  1.8501  -0.6121  0.2568
C  1.5884  0.6808  0.9099
C  0.0436  0.8348  1.4947
O  -0.8739  0.1217  0.5937
C  -1.7961  -0.7678  1.3162
O  -2.3480  -0.5392  2.5150
O  -2.1889  -2.0226  0.5921
H  3.7695  -1.4506  1.1732
H  2.2889  0.7232  1.8747
H  1.9112  1.6222  0.2604
H  -0.1853  2.0036  1.4635
H  0.0710  0.4396  2.5957
H  -3.1154  -1.8588  0.2177
C  -1.0815  0.8878  -3.3781
O  -0.0104  0.8189  -2.4549
H  -0.7390  1.3965  -4.2823
H  -1.4093  -0.1229  -3.6334
H  -1.9082  1.4501  -2.9372
H  -0.3440  0.3629  -1.6635

(7)
Formula: C5H10O7
Source: the OMol25 dataset
Level of theory: wB97M-V/def2-TZVPD

Values from the calculation:
E: -19668.6810 eV
E_LUMO (alpha / beta): -2.016 / -2.053 eV
SMILES: C[C@@](/C=C/O)(COO)OO.O=O
energy above the lowest of the compared OMol25 structures with the same formula, charge and spin: 268.1 kJ/mol
orbital gap (alpha / beta): 6.738 / 6.701 eV
max |F|: 0.0669 Eh/bohr

Positions of all 22 atoms, in Å:
C  -0.8137  -1.7378  -0.9438
C  -0.2532  -0.6599  -0.0298
C  -0.7243  -0.7689  1.4053
C  -1.1592  0.3038  2.1113
O  -1.5227  0.2560  3.4158
C  1.2873  -0.6055  -0.1303
O  1.7360  0.4933  0.6398
O  3.2223  0.3750  0.6593
O  -0.7554  0.6132  -0.4374
O  -0.1633  0.7746  -1.7827
H  -0.4721  -2.7333  -0.6350
H  -1.9046  -1.7188  -0.8929
H  -0.4984  -1.5181  -1.9645
H  -0.6346  -1.7702  1.8448
H  -1.2492  1.3124  1.7011
H  -1.4037  -0.6627  3.7172
H  1.5533  -0.4475  -1.1813
H  1.7386  -1.5279  0.2626
H  3.4791  1.3168  0.6424
H  -0.5739  1.6066  -2.0607
O  -0.9929  3.2726  -3.2692
O  0.1045  3.8264  -3.0722

(8)
Formula: C5H10OPRu
Source: the OMol25 dataset
Level of theory: wB97M-V/def2-TZVPD

Values from the calculation:
E: -19254.1410 eV
E_LUMO (alpha / beta): -3.349 / -5.381 eV
multiplicity: 5
charge: +1
energy above the lowest of the compared OMol25 structures with the same formula, charge and spin: 0.0 kJ/mol
orbital gap (alpha / beta): 6.548 / 8.030 eV
max |F|: 0.0652 Eh/bohr
<S²>: 6.011

Positions of all 18 atoms, in Å:
C  1.2837  0.0574  -1.2448
C  -0.0063  0.1925  -1.8721
C  -0.6986  -1.0677  -1.7601
C  -0.0143  -1.8535  -0.7646
C  1.3227  -1.1919  -0.5164
Ru  -0.3195  0.0384  0.2453
P  0.1093  2.1251  0.9686
H  2.0249  0.8398  -1.4226
H  -0.3094  1.0661  -2.4212
H  -1.5388  -1.3846  -2.3244
H  2.1511  -1.5565  0.1523
H  -0.4079  -2.7405  -0.3102
H  -1.0661  2.3234  1.7094
H  0.2720  3.3867  0.3204
H  1.1053  2.3505  2.0023
O  -1.2548  -0.6144  2.1282
H  -0.7402  -0.6582  2.9495
H  -1.9132  -1.3126  2.1603

(9)
Formula: C5H10OS
Source: the OMol25 dataset
Level of theory: wB97M-V/def2-TZVPD

Values from the calculation:
E: -18220.3963 eV
E_LUMO (alpha / beta): 0.921 / -2.563 eV
multiplicity: 3
energy above the lowest of the compared OMol25 structures with the same formula, charge and spin: 431.7 kJ/mol
orbital gap (alpha / beta): 5.070 / 6.674 eV
max |F|: 0.0916 Eh/bohr
<S²>: 2.009

Positions of all 17 atoms, in Å:
C  -2.1191  -1.4542  -0.7147
C  3.1473  0.5317  -0.8787
C  2.3838  0.5557  0.3623
C  1.9601  0.9820  -1.0224
C  -1.4186  0.0583  1.4397
O  -1.2560  1.0518  -0.9158
S  -0.7683  -0.1634  -0.2135
H  -2.3316  -2.1354  0.0318
H  -1.6230  -1.9359  -1.5261
H  -2.9839  -0.8765  -0.9469
H  4.1542  0.4834  -1.3345
H  1.8343  -0.3392  0.6884
H  2.5636  1.2761  1.1695
H  1.0911  1.4208  -1.3624
H  -1.0717  0.9861  1.8159
H  -2.4891  0.3112  1.2776
H  -1.0731  -0.7525  2.1296

(10)
Formula: C5H10OS2
Source: the OMol25 dataset
Level of theory: wB97M-V/def2-TZVPD

Values from the calculation:
E: -29060.5386 eV
E_LUMO: 0.617 eV
energy above the lowest of the compared OMol25 structures with the same formula, charge and spin: 422.5 kJ/mol
orbital gap: 9.357 eV
max |F|: 0.1269 Eh/bohr

Positions of all 18 atoms, in Å:
C  -2.1954  -0.7932  0.8891
C  -0.1332  0.2571  -0.2066
C  0.6244  1.2935  -0.7642
C  0.2673  1.0152  1.1318
C  2.5314  -0.8513  -0.0560
H  -1.4128  -0.4442  1.7990
H  -1.9011  -1.8531  0.4150
H  -3.2182  -0.9168  1.1014
H  1.1412  0.9041  -1.7227
H  -0.1182  2.0493  -1.0125
H  -0.4100  1.9319  1.1845
H  0.4557  0.1322  1.7712
H  2.9772  -0.0761  -0.5607
H  2.8690  -1.9057  -0.5731
H  2.8539  -0.9920  0.9832
O  1.4053  1.6036  0.4176
S  -1.9727  0.2175  -0.6178
S  0.6573  -1.2916  -0.1753

The following M values (in g mol⁻¹) correspond, in order, to the records above: 118.13, 118.13, 118.13, 134.13, 198.27, 166.13, 182.13, 218.18, 118.20, 150.27.